ORCA calculation (ωB97M-V/def2-TZVPD) on a structure of composition C36H39N5O2STeV at a distorted geometry.

Summary:
Expectation value of S²: 2.029
HOMO energy (alpha / beta), eV: -10.3 / -11.0
DFT total energy, eV: -93321.549
Spin multiplicity: 3
Orbital gap (alpha / beta), eV: 7.43 / 7.92
Maximum force, eV Å⁻¹: 3.43
Relative energy (zero: lowest compared OMol25 entry of this formula, charge and spin), kJ/mol: 104.7
Charge: +1

Atoms and positions in Å:
V 0.095 -0.252 -0.333
C -4.634 -0.831 4.588
C -3.417 -0.562 3.727
C -2.661 0.603 3.872
C -1.543 0.841 3.095
C -0.713 2.091 3.284
O -1.201 3.162 2.989
C 0.699 1.985 3.767
C 1.227 0.801 4.276
C 2.558 0.744 4.669
C 3.362 1.871 4.553
C 2.834 3.059 4.059
C 1.507 3.115 3.673
C -1.185 -0.047 2.096
O -0.110 0.242 1.329
C -1.933 -1.219 1.903
C -3.022 -1.460 2.755
C -1.644 -2.182 0.813
N -0.855 -1.889 -0.176
C -0.625 -2.827 -1.300
C -1.574 -2.533 -2.469
Te -1.954 -0.430 -2.743
C -3.765 -0.491 -1.673
C -4.841 -1.211 -2.193
C -6.021 -1.303 -1.461
C -6.129 -0.669 -0.225
C -5.062 0.065 0.277
C -3.876 0.158 -0.446
C -2.247 -3.545 0.936
C -3.360 -3.910 0.188
C -3.903 -5.181 0.331
C -3.337 -6.084 1.222
C -2.234 -5.711 1.983
C -1.692 -4.441 1.847
H -4.789 -0.034 5.316
H -4.529 -1.770 5.137
H -5.538 -0.911 3.980
H -2.945 1.341 4.619
H 0.600 -0.078 4.380
H 2.966 -0.177 5.068
H 4.403 1.824 4.851
H 3.460 3.940 3.979
H 1.076 4.033 3.290
H -3.596 -2.371 2.623
H -0.752 -3.853 -0.971
H 0.404 -2.706 -1.629
H -2.555 -2.970 -2.307
H -1.173 -2.926 -3.400
H -4.762 -1.699 -3.159
H -6.860 -1.860 -1.864
H -7.051 -0.742 0.342
H -5.144 0.565 1.237
H -3.049 0.734 -0.049
H -3.832 -3.187 -0.473
H -4.771 -5.464 -0.254
H -3.760 -7.075 1.331
H -1.799 -6.408 2.691
H -0.834 -4.144 2.442
C -3.341 4.701 -1.190
C -2.159 4.069 -1.824
N -1.755 4.227 -3.045
N -0.661 3.417 -3.119
C -0.360 2.781 -1.993
S 0.926 1.698 -1.694
N -1.319 3.199 -1.165
N -1.485 2.732 0.148
H -3.871 5.284 -1.937
H -3.041 5.363 -0.376
H -4.011 3.939 -0.785
H -0.141 3.356 -3.977
H -0.572 2.446 0.470
H -1.793 3.492 0.736
C 4.025 -1.653 1.238
C 2.508 -1.714 1.056
C 2.067 -3.171 0.930
C 2.070 -0.856 -0.147
H 4.352 -2.268 2.085
H 4.358 -0.627 1.415
H 4.528 -2.024 0.339
H 2.056 -1.293 1.958
H 2.487 -3.617 0.018
H 0.980 -3.278 0.891
H 2.426 -3.765 1.777
H 2.354 -1.358 -1.092
H 2.613 0.096 -0.121

The net atomic charges from Löwdin, expressed in e, are: atom 1 (V): 0.58, atom 2 (C): -0.03, atom 3 (C): -0.24, atom 4 (C): 0.05, atom 5 (C): -0.09, atom 6 (C): -0.29, atom 7 (O): 0.09, atom 8 (C): -0.15, atom 9 (C): -0.02, atom 10 (C): -0.06, atom 11 (C): -0.06, atom 12 (C): -0.06, atom 13 (C): -0.01, atom 14 (C): -0.25, atom 15 (O): -0.20, atom 16 (C): -0.06, atom 17 (C): 0.03, atom 18 (C): -0.14, atom 19 (N): -0.09, atom 20 (C): -0.25, atom 21 (C): -0.41, atom 22 (Te): 1.40, atom 23 (C): -0.55, atom 24 (C): -0.15, atom 25 (C): -0.07, atom 26 (C): -0.07, atom 27 (C): -0.07, atom 28 (C): -0.15, atom 29 (C): -0.21, atom 30 (C): -0.03, atom 31 (C): -0.05, atom 32 (C): -0.06, atom 33 (C): -0.05, atom 34 (C): -0.02, atom 35 (H): 0.08, atom 36 (H): 0.09, atom 37 (H): 0.08, atom 38 (H): 0.14, atom 39 (H): 0.12, atom 40 (H): 0.11, atom 41 (H): 0.11, atom 42 (H): 0.11, atom 43 (H): 0.12, atom 44 (H): 0.13, atom 45 (H): 0.13, atom 46 (H): 0.11, atom 47 (H): 0.04, atom 48 (H): 0.06, atom 49 (H): 0.10, atom 50 (H): 0.11, atom 51 (H): 0.11, atom 52 (H): 0.11, atom 53 (H): 0.07, atom 54 (H): 0.10, atom 55 (H): 0.11, atom 56 (H): 0.11, atom 57 (H): 0.11, atom 58 (H): 0.13, atom 59 (C): 0.01, atom 60 (C): -0.31, atom 61 (N): 0.15, atom 62 (N): 0.04, atom 63 (C): -0.75, atom 64 (S): 0.67, atom 65 (N): -0.06, atom 66 (N): 0.16, atom 67 (H): 0.09, atom 68 (H): 0.09, atom 69 (H): 0.09, atom 70 (H): 0.16, atom 71 (H): 0.06, atom 72 (H): 0.09, atom 73 (C): -0.09, atom 74 (C): -0.49, atom 75 (C): -0.08, atom 76 (C): -0.24, atom 77 (H): 0.08, atom 78 (H): 0.08, atom 79 (H): 0.08, atom 80 (H): 0.11, atom 81 (H): 0.09, atom 82 (H): 0.04, atom 83 (H): 0.08, atom 84 (H): 0.07, atom 85 (H): 0.04